C55H61BClHfN10O3 as an isolated structure in a non-equilibrium geometry, computed with ωB97M-V/def2-TZVPD.

Calculated values
HOMO, eV: -10.3
M, g/mol: 1134.91
Net charge: +1
Energy, Ha: -3438.96961
Gap between HOMO and LUMO, eV: 7.183

Atoms and positions in Å:
Hf (-0.087789, 0.171706, 0.272818)
Cl (-2.631942, 4.538169, 5.921711)
C (-2.341504, 3.522661, 4.545200)
C (-3.025846, 3.775939, 3.341539)
C (-2.817961, 2.987707, 2.238620)
C (-1.898427, 1.921630, 2.284970)
O (-1.708256, 1.160807, 1.256964)
C (-1.227421, 1.676712, 3.491382)
C (-0.406304, 0.527336, 3.617479)
N (-0.029319, -0.265378, 2.668923)
C (0.620301, -1.484961, 3.050297)
C (1.009847, -1.841838, 4.311583)
C (1.554196, -3.109975, 4.583408)
C (1.653219, -4.049101, 3.598946)
C (1.226464, -3.722808, 2.296438)
C (1.172073, -4.679127, 1.256233)
C (0.670635, -4.328329, 0.041602)
C (0.296789, -2.994576, -0.173534)
N (0.365558, -2.066010, 0.752895)
C (0.769071, -2.424232, 2.016720)
C (-1.468103, 2.480784, 4.624902)
H (-3.719864, 4.606522, 3.298565)
H (-3.341144, 3.172340, 1.306059)
H (-0.116599, 0.293000, 4.636272)
H (0.939116, -1.141916, 5.132977)
H (1.869876, -3.342123, 5.593941)
H (2.025382, -5.047599, 3.803929)
H (1.503595, -5.693410, 1.453119)
H (0.582565, -5.043795, -0.765510)
H (-0.088706, -2.680697, -1.136655)
H (-0.954921, 2.270351, 5.558586)
C (-1.404648, 1.256425, -4.902131)
C (-0.593678, 0.410377, -3.975519)
C (0.382072, -0.498239, -4.294383)
C (0.865899, -1.017614, -3.089075)
N (0.176878, -0.467436, -2.070361)
N (-0.704106, 0.421845, -2.637791)
B (-1.717902, 1.259961, -1.852285)
N (-1.029478, 2.437951, -1.071563)
N (-0.004081, 2.340862, -0.150374)
C (0.295595, 3.584823, 0.242550)
C (-0.531041, 4.482407, -0.442205)
C (-1.345957, 3.735182, -1.256535)
C (-2.389614, 4.246742, -2.198816)
C (1.337031, 4.042488, 1.247953)
C (2.378250, 4.884911, 0.493165)
C (2.062962, 2.912045, 1.963171)
C (0.634380, 4.916913, 2.302121)
N (-2.611844, 0.271147, -1.054439)
N (-2.166321, -0.766011, -0.253372)
C (-3.273705, -1.400404, 0.186476)
C (-4.398261, -0.797263, -0.384565)
C (-3.949064, 0.251110, -1.144665)
C (-4.776437, 1.213410, -1.934551)
C (-3.482905, -2.505751, 1.222688)
C (-4.281917, -3.643421, 0.567443)
C (-4.309007, -1.890847, 2.371557)
C (-2.241843, -3.102087, 1.856488)
C (2.090665, -1.939015, -3.099851)
C (2.553379, -2.512932, -1.760331)
C (1.814039, -3.123669, -4.033042)
C (3.253712, -1.109340, -3.689611)
H (-1.078139, 1.071251, -5.922582)
H (-1.277493, 2.319188, -4.690844)
H (-2.468453, 1.023812, -4.834755)
H (0.716027, -0.740889, -5.292216)
H (-2.433742, 1.800554, -2.628886)
H (-0.527326, 5.559308, -0.365652)
H (-2.429983, 5.331347, -2.113760)
H (-3.378987, 3.849614, -1.972369)
H (-2.161635, 3.994266, -3.236864)
H (2.844954, 4.297768, -0.304562)
H (3.161118, 5.207635, 1.186433)
H (1.925795, 5.773835, 0.045697)
H (2.828725, 2.479071, 1.322501)
H (1.389231, 2.121785, 2.293224)
H (2.569299, 3.305678, 2.848250)
H (0.110951, 5.762621, 1.852244)
H (1.381358, 5.312572, 2.996028)
H (-0.092575, 4.332812, 2.875729)
H (-5.431807, -1.081045, -0.252403)
H (-5.824067, 0.935039, -1.834447)
H (-4.518830, 1.204829, -2.995868)
H (-4.663397, 2.235805, -1.570377)
H (-5.224605, -3.294027, 0.140991)
H (-4.512661, -4.405580, 1.316616)
H (-3.701778, -4.113580, -0.232583)
H (-5.273020, -1.512239, 2.029383)
H (-3.762823, -1.060429, 2.831261)
H (-4.493192, -2.650641, 3.137564)
H (-1.604833, -3.591837, 1.123039)
H (-2.555023, -3.861584, 2.576408)
H (-1.680434, -2.345001, 2.399879)
H (2.107877, -3.486340, -1.577306)
H (2.333756, -1.871549, -0.916600)
H (3.633906, -2.663825, -1.780584)
H (0.983845, -3.732782, -3.658750)
H (2.704302, -3.756299, -4.090489)
H (1.564754, -2.800427, -5.045674)
H (3.458561, -0.239476, -3.062946)
H (3.026100, -0.748774, -4.694139)
H (4.151262, -1.733014, -3.745817)
O (2.132349, 1.230485, -1.544750)
C (2.731780, 0.709992, -0.625077)
N (4.071059, 0.487095, -0.561310)
C (4.507120, 0.153751, 0.780934)
C (3.117116, -0.027708, 1.462272)
O (3.001141, -0.311887, 2.625477)
N (2.099379, 0.227315, 0.542830)
C (5.229817, 1.316266, 1.485733)
C (5.479715, 2.522565, 0.843612)
C (6.117277, 3.564221, 1.515773)
C (6.504269, 3.406194, 2.836825)
C (6.258663, 2.197986, 3.483470)
C (5.630093, 1.160367, 2.813518)
C (5.317788, -1.143625, 0.789581)
C (6.701380, -1.113722, 0.639139)
C (7.430444, -2.295119, 0.577103)
C (6.784769, -3.519846, 0.678682)
C (5.405290, -3.557312, 0.830776)
C (4.678585, -2.376521, 0.885188)
H (4.688818, 0.835711, -1.271836)
H (5.161943, 2.681431, -0.179714)
H (6.304194, 4.500321, 1.000319)
H (7.001605, 4.216041, 3.360103)
H (6.561718, 2.065187, 4.516615)
H (5.439374, 0.221279, 3.318272)
H (7.215947, -0.160492, 0.572440)
H (8.506999, -2.255548, 0.457471)
H (7.355383, -4.440783, 0.644726)
H (4.892398, -4.510018, 0.911812)
H (3.600136, -2.423033, 1.003517)

Atoms 1-6, force components in eV/Å:
Hf -1.040 -0.528 1.769
Cl 0.004 -0.022 -0.055
C -0.139 0.143 -0.067
C 0.008 0.028 0.017
C -0.130 0.120 -0.079
C -0.002 0.054 -0.100

One molecule with the formula C3H7NO2 in a non-equilibrium geometry, computed with ωB97M-V/def2-TZVPD.

Calculated values
HOMO, eV: -10.1
M, g/mol: 89.09
Energy, Ha: -323.74889
SMILES string: NC(=O)CCO
Gap between HOMO and LUMO, eV: 10.768

Atoms and positions in Å:
N (-0.928396, -1.110729, -0.926439)
C (-1.110361, 0.153216, -0.436449)
O (-2.266986, 0.544204, -0.413117)
C (0.021400, 0.995584, 0.096213)
C (1.269516, 0.251584, 0.549877)
O (1.003672, -0.688313, 1.565903)
H (-1.869688, -1.304906, -1.256333)
H (-0.087357, -1.528414, -1.305442)
H (-0.429742, 1.540501, 0.929126)
H (0.271532, 1.731208, -0.677919)
H (1.773311, -0.217029, -0.313442)
H (1.977825, 0.968194, 0.976721)
H (0.375268, -1.335096, 1.211298)

Atoms 1-6, force components in eV/Å:
N -0.239 0.156 0.145
C -0.340 0.246 0.047
O 0.336 0.450 0.220
C -0.027 0.050 0.070
C 0.119 0.213 -0.282
O -0.212 -0.338 -0.059

A 9-piece molecular cluster, C45H54O3 overall in a non-equilibrium geometry, computed with ωB97M-V/def2-TZVPD.

Calculated values
HOMO, eV: -8.9
M, g/mol: 642.92
Energy, Ha: -1972.73801
SMILES string: c1ccccc1.c1ccccc1.c1ccccc1.c1ccccc1.c1ccccc1.c1ccccc1.CC(C)=O.CC(C)=O.CC(C)=O
Gap between HOMO and LUMO, eV: 9.540

Atoms and positions in Å:
C (6.731153, -0.533171, -0.268818)
C (6.483846, -1.223842, 0.893792)
C (5.239486, -1.768624, 1.215588)
C (4.258732, -1.754370, 0.316330)
C (4.475488, -1.111207, -0.916903)
C (5.674915, -0.525236, -1.254236)
H (7.642632, 0.028603, -0.510232)
H (7.283663, -1.260022, 1.613533)
H (5.192428, -2.204719, 2.204330)
H (3.263349, -2.151648, 0.529636)
H (3.619117, -1.060800, -1.610953)
H (5.878041, 0.022001, -2.205334)
C (1.913779, -5.548367, 0.861100)
C (1.127901, -5.532257, 1.995489)
C (-0.212152, -5.254705, 1.855866)
C (-0.759722, -4.981184, 0.586287)
C (0.025308, -5.085136, -0.586551)
C (1.380140, -5.275895, -0.435448)
H (2.992929, -5.640306, 0.824056)
H (1.644816, -5.760738, 2.947646)
H (-0.808909, -5.288292, 2.717250)
H (-1.791547, -4.774394, 0.482021)
H (-0.428184, -5.019137, -1.561223)
H (2.051144, -5.210290, -1.249895)
C (-3.562119, 4.516725, -0.504767)
C (-4.921475, 4.803259, -0.573621)
C (-5.903981, 3.805027, -0.612172)
C (-5.479905, 2.522486, -0.815928)
C (-4.112791, 2.218118, -0.833750)
C (-3.181278, 3.205403, -0.621226)
H (-2.822058, 5.350267, -0.538303)
H (-5.131145, 5.826568, -0.677441)
H (-6.954472, 3.976323, -0.622267)
H (-6.125733, 1.692460, -1.085341)
H (-3.806303, 1.206705, -0.982745)
H (-2.128944, 2.948782, -0.609568)
C (0.451648, -0.989748, -1.344586)
C (-0.446474, -0.652596, -0.371560)
C (-0.490803, 0.688789, 0.099189)
C (0.404045, 1.583745, -0.492204)
C (1.310985, 1.262483, -1.459973)
C (1.353646, -0.062315, -1.866876)
H (0.604337, -2.067153, -1.624722)
H (-1.026299, -1.451678, 0.073368)
H (-1.073509, 1.042401, 0.929832)
H (0.397068, 2.634545, -0.244029)
H (2.005318, 1.993745, -1.739559)
H (1.924502, -0.352406, -2.762884)
C (-2.448332, 1.321986, 4.089431)
C (-3.483966, 0.770437, 3.313774)
C (-4.284757, 1.635567, 2.570234)
C (-4.050521, 2.990259, 2.589675)
C (-2.975181, 3.457055, 3.242839)
C (-2.114507, 2.640501, 3.910840)
H (-1.855754, 0.705935, 4.715200)
H (-3.658537, -0.294255, 3.386927)
H (-5.074714, 1.261942, 1.961761)
H (-4.788742, 3.644638, 2.192588)
H (-2.660496, 4.479647, 3.092641)
H (-1.210082, 2.952161, 4.421867)
C (2.109790, -0.147125, 3.435195)
C (2.893330, -0.366887, 4.533858)
C (3.147332, -1.656475, 4.974019)
C (2.451784, -2.714234, 4.430953)
C (1.520566, -2.478249, 3.439825)
C (1.477854, -1.187705, 2.831286)
H (1.905181, 0.895549, 3.128002)
H (3.397906, 0.447834, 4.995459)
H (3.804182, -1.745271, 5.846350)
H (2.657951, -3.738880, 4.801128)
H (0.886494, -3.321966, 3.131090)
H (0.900034, -1.003782, 1.931328)
C (-2.294833, 2.649198, -6.019005)
C (-2.084170, 1.356616, -5.347714)
C (-1.028156, 1.318666, -4.281422)
O (-2.744245, 0.340479, -5.651827)
H (-3.181984, 2.475159, -6.708462)
H (-1.484155, 3.125217, -6.639479)
H (-2.516328, 3.364903, -5.216846)
H (-1.550221, 1.636847, -3.374162)
H (-0.181919, 1.955197, -4.573190)
H (-0.671959, 0.322900, -4.170741)
C (-2.323047, -2.521094, -4.019363)
C (-3.611692, -2.046765, -3.347038)
C (-4.823950, -2.048079, -4.174693)
O (-3.699781, -1.636751, -2.198095)
H (-2.583304, -3.445101, -4.559599)
H (-1.514622, -2.620062, -3.308524)
H (-2.069892, -1.754270, -4.698219)
H (-5.517369, -1.296558, -3.838188)
H (-5.345882, -3.005384, -4.129239)
H (-4.639707, -1.888787, -5.245307)
C (4.233572, 1.471630, 1.090928)
C (3.606236, 2.869709, 1.098109)
C (4.243801, 3.750266, 2.177160)
O (2.680780, 3.179879, 0.370944)
H (3.967966, 0.807583, 0.252609)
H (3.808229, 1.052813, 1.966720)
H (5.332511, 1.520940, 1.241237)
H (3.716448, 4.682203, 2.212055)
H (5.277093, 3.831103, 1.792261)
H (4.291126, 3.214683, 3.170609)

Atoms 1-6, force components in eV/Å:
C -1.511 -0.074 -1.820
C 0.887 0.832 0.216
C 2.277 -0.397 1.470
C -1.939 0.360 -1.642
C -0.849 -0.386 -1.015
C 1.548 0.640 0.744

Computed LUMO level (eV) in order:
-3.160, 0.681, 0.647
Computed energy above the lowest of the compared OMol25 structures with the same formula, charge and spin (eV) in order:
1.1026, 0.8729, 0.8711